w:
ORCA calculation (wB97M-V/def2-TZVPD) on the ion C6H13N4S with charge +1.

Geometry (Å):
S  0.770  -2.674  2.563
N  -0.498  1.364  -0.189
N  1.143  -1.408  -0.988
N  0.869  -2.148  -0.004
N  0.036  -0.390  1.273
C  -0.992  1.599  -1.546
C  -0.455  2.592  0.592
C  -0.231  0.149  0.088
C  1.316  -1.953  -2.310
C  -0.504  0.056  2.518
C  0.507  -1.665  1.312
H  0.186  -0.420  3.162
H  0.715  -3.224  -0.103
H  -0.492  1.048  2.498
H  -0.995  0.754  -2.186
H  0.497  -1.621  -2.947
H  0.012  3.340  -0.004
H  0.228  2.427  1.384
H  2.276  -1.489  -2.731
H  -1.492  2.871  0.844
H  1.207  -3.092  -2.343
H  -1.989  1.756  -1.475
H  -0.519  2.526  -1.930
H  -1.593  -0.395  2.521

Calculated values
HOMO level (spin up / spin down)   -0.42461 / -0.44457 hartree
Total charge   +1


x:
ORCA calculation (wB97M-V/def2-TZVPD) on a cluster of 2 separate species, C6H13N4S in total.

Geometry (Å):
S  -0.914  0.552  3.045
N  1.638  0.559  -1.158
N  1.590  1.143  2.583
N  0.066  -1.607  0.009
N  0.977  1.229  1.452
C  -1.103  0.993  0.291
C  -0.360  0.963  1.459
C  -1.663  -1.060  -1.721
C  -0.472  -0.654  -0.916
C  0.531  -0.134  -1.857
C  0.858  0.710  3.517
H  1.001  -0.916  -2.377
H  -2.170  0.695  0.271
H  -0.798  1.492  -0.546
H  1.105  0.513  4.472
H  2.420  0.767  -1.755
H  0.468  -1.252  0.840
H  1.326  1.610  0.573
H  -1.428  -1.803  -2.387
H  -0.416  -2.443  0.297
H  1.995  -0.130  -0.489
H  0.012  0.463  -2.510
H  -2.497  -1.587  -1.025
H  -2.167  -0.101  -2.068

Calculated values
HOMO level   -0.45889 hartree
Total charge   +1


Which of them is the most stable, and which is the least stable? x and w, in that order.


w:
ORCA calculation (wB97M-V/def2-TZVPD) on the ion C3H4NOS with charge +1.

Geometry (Å):
S  -1.145  1.348  0.016
O  -2.498  -0.936  0.045
N  -1.393  -0.420  -0.065
C  -0.166  -1.116  -0.042
C  0.945  -0.355  -0.026
C  0.636  1.125  0.035
H  2.009  -0.487  -0.200
H  0.924  1.502  1.125
H  1.073  1.599  -0.779
H  -0.385  -2.260  -0.110

Calculated values
HOMO level (spin up / spin down)   -0.57882 / -0.57885 hartree
SMILES   O=[N+]1C=CCS1
Total charge   +1


x:
ORCA calculation (wB97M-V/def2-TZVPD) on a cluster of 2 separate species, C3H4NOS in total.

Geometry (Å):
S  -2.974  -0.400  0.489
O  -2.003  -1.193  -0.624
N  1.205  -0.935  0.137
C  -1.120  -0.288  -0.765
C  2.176  -1.537  0.452
C  -1.618  0.724  0.260
H  3.002  -2.079  0.802
H  -0.232  -0.590  -1.277
H  -0.760  0.726  1.126
H  -1.720  1.704  -0.037

Calculated values
HOMO level (spin up / spin down)   -0.54911 / -0.54910 hartree
Total charge   +1


Which of them is the most stable, and which is the least stable? w and x, in that order.


w:
ORCA calculation (wB97M-V/def2-TZVPD) on a cluster of 10 separate species, BrH18O9 in total.

Geometry (Å):
Br  -0.302  0.105  0.260
O  -2.617  0.997  -2.006
O  -2.666  -2.083  -0.480
O  0.767  2.236  -2.086
O  1.244  -0.735  3.339
O  0.499  -0.629  -3.088
O  -1.190  2.143  2.677
O  2.568  1.826  0.686
O  2.681  -0.926  -0.819
O  -0.513  -3.044  1.552
H  -0.417  2.369  3.162
H  -1.457  -2.814  1.690
H  0.139  -0.512  -2.203
H  -0.160  -2.374  1.026
H  0.416  1.563  -1.527
H  0.973  -0.459  2.473
H  -2.006  0.706  -1.317
H  1.717  1.377  0.616
H  -2.035  -1.591  0.004
H  -0.260  -1.063  -3.491
H  1.841  -0.469  -0.662
H  -3.494  -1.539  -0.342
H  0.035  2.894  -2.166
H  1.776  -1.517  3.193
H  3.170  -0.268  -1.378
H  -2.464  0.289  -2.623
H  -0.927  1.796  1.875
H  2.693  1.729  1.646

Calculated values
HOMO level   -0.26200 hartree
Total charge   -1


x:
ORCA calculation (wB97M-V/def2-TZVPD) on a cluster of 10 separate species, BrH18O9 in total.

Geometry (Å):
Br  0.085  -0.176  0.335
O  0.371  -3.343  0.986
O  0.500  -1.844  -2.406
O  -0.185  0.461  3.516
O  -2.427  -2.119  -0.955
O  1.618  2.436  1.709
O  0.958  1.842  -2.252
O  2.795  -0.627  2.370
O  -1.771  0.571  -2.730
O  -1.857  2.448  0.166
H  -2.933  -2.268  -0.170
H  0.322  -2.387  0.852
H  3.514  -0.218  1.927
H  1.239  1.642  1.372
H  2.027  -0.326  1.870
H  1.799  2.369  -2.392
H  -0.161  0.044  2.668
H  -1.977  2.696  -0.745
H  1.014  1.755  -1.303
H  1.148  3.147  1.146
H  0.558  -1.432  -1.558
H  -1.769  -0.147  -3.306
H  -0.940  -0.007  3.887
H  -1.745  -1.525  -0.668
H  -0.985  0.423  -2.146
H  -1.668  1.508  0.096
H  0.898  -1.119  -2.892
H  -0.429  -3.804  0.622

Calculated values
HOMO level   -0.25135 hartree
Total charge   -1


Which of them is the most stable, and which is the least stable? w and x, in that order.


w:
ORCA calculation (wB97M-V/def2-TZVPD) on the ion C5H12NO2 with charge +1.

Geometry (Å):
O  -0.908  2.316  -1.753
O  -0.215  -2.811  2.722
N  0.802  1.323  -0.128
C  -0.375  0.458  -0.258
C  0.813  -1.442  1.107
C  0.006  -0.995  -0.097
C  -1.107  0.926  -1.687
C  0.028  -1.701  2.334
H  0.922  1.574  0.892
H  0.504  -1.485  -0.987
H  -1.022  -1.482  -0.044
H  -0.572  0.344  -2.337
H  0.624  2.259  -0.678
H  -0.122  -0.733  2.935
H  -2.142  0.585  -1.581
H  1.647  0.899  -0.614
H  1.394  -2.371  0.754
H  -1.139  0.484  0.597
H  1.567  -0.767  1.439
H  -0.705  2.618  -2.616

Calculated values
HOMO level   -0.48953 hartree
SMILES   [NH3+][C@@H](CO)CCC=O
Total charge   +1


x:
ORCA calculation (wB97M-V/def2-TZVPD) on a cluster of 2 separate species, C5H12NO2 in total.

Geometry (Å):
O  0.216  -0.122  -2.385
O  -1.440  -2.731  0.096
N  0.242  -0.546  0.236
C  0.247  1.830  0.498
C  -0.424  0.682  -0.244
C  1.114  1.273  1.633
C  -0.266  0.793  -1.783
C  0.750  -0.235  1.614
H  2.183  1.292  1.423
H  1.418  -1.034  1.935
H  -1.503  0.656  -0.093
H  -0.075  -0.450  2.304
H  0.938  -0.912  -0.419
H  -0.620  1.756  -2.182
H  0.748  2.620  -0.059
H  -0.561  2.434  0.934
H  0.875  1.710  2.592
H  -0.494  -1.281  0.266
H  -2.134  -2.948  0.725
H  -1.574  -3.255  -0.701

Calculated values
HOMO level   -0.52825 hartree
Total charge   +1


Which of them is the most stable, and which is the least stable? x and w, in that order.


w:
ORCA calculation (wB97M-V/def2-TZVPD) on a cluster of 3 separate species, C7H17NO2 in total.

Geometry (Å):
O  -1.531  0.401  0.977
O  -1.349  -0.891  -0.900
N  -0.364  2.438  -0.336
C  -1.016  -0.576  0.419
C  -2.589  -0.362  -1.371
C  1.533  0.593  1.487
C  1.459  0.274  0.009
C  1.890  -1.105  -0.463
C  -0.700  -1.836  1.188
C  0.368  1.613  -1.125
H  2.039  -1.818  0.348
H  2.842  -1.042  -1.004
H  -0.220  -1.614  2.136
H  1.132  2.104  -1.721
H  -1.659  -2.304  1.420
H  1.194  -1.553  -1.173
H  -2.633  0.724  -1.258
H  0.639  1.120  1.826
H  -0.138  -2.551  0.595
H  2.212  0.929  -0.443
H  -3.429  -0.805  -0.830
H  -0.201  0.838  -1.624
H  -0.988  1.912  0.313
H  2.386  1.240  1.721
H  0.147  3.189  0.112
H  1.624  -0.293  2.119
H  -2.647  -0.624  -2.423

Calculated values
HOMO level   -0.27220 hartree
Total charge   0


x:
ORCA calculation (wB97M-V/def2-TZVPD) on a structure of composition C7H17NO2.

Geometry (Å):
O  -0.086  0.105  0.830
O  3.281  -0.279  -0.427
N  1.961  -1.661  0.922
C  -0.871  -0.809  -1.595
C  1.000  0.384  -0.015
C  -2.180  -0.941  1.106
C  -2.045  1.336  -0.005
C  -1.345  0.051  0.352
C  2.252  -0.291  0.551
C  1.233  1.839  -0.374
H  3.025  -0.932  -1.093
H  -0.872  -1.846  -1.264
H  -1.414  2.011  -0.573
H  -1.599  -1.830  1.346
H  0.396  -0.246  -1.034
H  -2.371  1.855  0.903
H  1.074  -1.719  1.407
H  2.254  1.945  -0.740
H  -2.570  -0.518  2.038
H  2.668  0.308  1.376
H  -2.937  1.113  -0.592
H  2.693  -2.038  1.512
H  -0.304  -0.720  -2.526
H  -1.872  -0.557  -1.943
H  1.109  2.484  0.500
H  0.557  2.188  -1.154
H  -3.035  -1.235  0.494

Calculated values
HOMO level   -0.30057 hartree
Total charge   0


Which of them is the most stable, and which is the least stable? w and x, in that order.


w:
ORCA calculation (wB97M-V/def2-TZVPD) on the ion C3HO3S with charge -1.

Geometry (Å):
S  2.140  -0.177  0.227
O  1.869  0.737  1.426
O  0.559  -1.169  -1.605
O  -2.902  -0.038  -0.308
C  0.636  -0.481  -0.594
C  -1.745  0.083  -0.116
C  -0.485  0.211  0.084
H  -0.072  0.833  0.885

Calculated values
HOMO level   -0.10420 hartree
SMILES   O=C=CC(=O)S[O-]
Total charge   -1


x:
ORCA calculation (wB97M-V/def2-TZVPD) on a structure of composition C3HO3S.

Geometry (Å):
S  2.070  -0.172  -1.071
O  0.647  2.983  0.029
O  2.487  0.068  1.693
O  -1.298  1.893  0.569
C  0.632  0.500  0.014
C  -0.132  2.106  0.270
C  1.791  0.161  0.707
H  -0.369  -0.363  -0.225

Calculated values
HOMO level   -0.15619 hartree
Total charge   -1


Which of them is the most stable, and which is the least stable? w and x, in that order.


w:
ORCA calculation (wB97M-V/def2-TZVPD) on a cluster of 2 separate species, C3H9O2P in total.

Geometry (Å):
P  0.164  -0.061  -0.215
O  1.608  -0.322  -0.575
O  3.261  0.204  0.084
C  0.166  1.057  1.240
C  -0.839  0.642  -1.552
C  -0.416  -1.661  0.297
H  0.241  1.963  0.760
H  -1.706  1.117  -1.092
H  -0.295  1.354  -2.160
H  1.091  0.765  1.815
H  -0.584  0.965  2.011
H  -1.498  -1.736  0.470
H  0.088  -1.611  1.405
H  -0.133  -2.479  -0.352
H  -1.150  -0.198  -2.137

Calculated values
HOMO level (spin up / spin down)   -0.34227 / -0.34215 hartree
Total charge   0


x:
ORCA calculation (wB97M-V/def2-TZVPD) on an isolated molecule of C3H9O2P.

Geometry (Å):
P  -0.036  -0.070  -0.211
O  2.467  0.013  0.320
O  1.337  0.902  0.221
C  -1.068  1.642  -0.296
C  0.681  -1.165  -1.424
C  -0.566  -0.813  1.383
H  2.091  -0.553  -0.394
H  -0.235  -1.876  1.477
H  0.027  -1.924  -1.786
H  -0.213  -0.490  2.274
H  -1.635  -0.834  1.537
H  -1.727  1.531  0.549
H  -1.619  1.724  -1.174
H  -0.564  2.521  -0.255
H  1.061  -0.607  -2.220

Calculated values
HOMO level   -0.31467 hartree
SMILES   C=P(C)(C)OO
Total charge   0


Which of them is the most stable, and which is the least stable? w and x, in that order.


w:
ORCA calculation (wB97M-V/def2-TZVPD) on an isolated molecule of CH2N2OS.

Geometry (Å):
S  3.570  0.407  0.070
O  1.988  -0.437  -0.048
N  -0.339  0.112  -0.206
N  0.722  -0.442  0.121
C  -1.623  0.087  -0.021
H  -2.239  0.338  -0.862
H  -2.079  -0.065  0.946

Calculated values
HOMO level (spin up / spin down)   -0.31453 / -0.29710 hartree
Total charge   0


x:
ORCA calculation (wB97M-V/def2-TZVPD) on an isolated molecule of CH2N2OS.

Geometry (Å):
S  1.456  -1.503  -0.012
O  3.094  0.291  0.027
N  2.281  1.178  -0.006
N  1.095  1.204  -0.038
C  0.367  -0.097  -0.011
H  -0.276  -0.070  -0.894
H  -0.239  -0.065  0.896

Calculated values
HOMO level (spin up / spin down)   -0.34410 / -0.34423 hartree
Total charge   0


Which of them is the most stable, and which is the least stable? x and w, in that order.


w:
ORCA calculation (wB97M-V/def2-TZVPD) on a structure of composition C43H33BaBrN4O2PSe2Te2.

Geometry (Å):
Ba  0.026  -0.418  0.930
Te  -1.410  2.566  4.366
Te  0.722  1.518  5.631
Br  -2.800  7.183  0.315
Se  2.085  0.729  3.687
Se  -2.460  0.660  3.126
P  -0.956  1.417  -2.158
O  -0.461  -1.668  8.599
O  -0.232  -3.859  8.831
N  2.592  0.134  0.487
N  0.562  -2.988  -0.313
N  0.877  2.354  0.633
N  0.219  -3.156  2.441
C  -1.556  2.599  -3.423
C  -3.076  4.416  -3.911
C  -1.303  3.354  0.817
C  2.091  2.458  0.991
C  3.058  1.343  0.822
C  0.074  -3.193  3.856
C  -2.470  4.606  -5.147
C  -3.402  0.094  -2.769
C  1.224  -5.286  -0.332
C  -0.955  2.801  -4.661
C  0.205  0.373  -3.147
C  2.479  -0.401  -3.469
C  -0.315  -2.909  8.095
C  0.964  -4.102  -2.385
C  -3.168  -1.481  -0.512
C  -1.633  5.689  0.445
C  0.610  -2.983  -1.637
C  -4.386  -0.838  -2.488
C  -2.329  0.241  -1.889
C  1.557  0.413  -2.819
C  -0.208  -0.502  -4.154
C  -2.146  -0.538  -0.728
C  -0.779  -2.036  5.777
C  -4.270  -1.622  -1.346
C  0.565  4.772  0.296
C  -2.620  3.428  -3.058
C  2.055  -1.257  -4.472
C  0.708  -1.302  -4.817
C  4.424  1.589  0.941
C  4.824  -0.715  0.467
C  -2.153  4.445  0.757
C  -0.281  5.867  0.213
C  5.313  0.550  0.761
C  -0.246  -3.011  6.606
C  -1.408  3.797  -5.517
C  0.400  -4.115  6.050
C  -0.592  -2.115  4.407
C  0.723  -4.138  1.807
C  0.062  3.511  0.604
C  1.285  -5.270  -1.717
C  3.454  -0.868  0.341
C  0.554  -4.216  4.683
C  0.849  -4.125  0.332
H  -5.238  -0.951  -3.149
H  2.768  -1.891  -4.983
H  -1.003  -1.325  3.788
H  -3.207  4.317  0.959
H  1.614  4.905  0.070
H  0.106  6.843  -0.045
H  -1.261  -0.562  -4.403
H  0.371  -1.970  -5.601
H  1.053  -5.062  2.290
H  0.785  -4.878  6.712
H  2.525  3.386  1.373
H  -0.121  2.181  -4.964
H  -3.125  -2.130  0.362
H  3.024  -1.836  0.110
H  1.455  -6.181  0.230
H  6.377  0.718  0.866
H  1.569  -6.160  -2.262
H  5.481  -1.563  0.342
H  -5.046  -2.342  -1.109
H  -2.823  5.382  -5.813
H  3.524  -0.364  -3.187
H  4.765  2.580  1.205
H  -1.338  -1.190  6.147
H  -0.925  3.940  -6.475
H  1.073  -5.074  4.281
H  -1.710  2.386  1.084
H  -3.485  0.709  -3.661
H  0.983  -4.037  -3.463
H  -3.900  5.049  -3.606
H  -0.381  -0.998  7.901
H  -3.092  3.294  -2.092
H  1.884  1.080  -2.030
H  0.350  -2.052  -2.125

Calculated values
HOMO level   -0.13086 hartree
Total charge   -1


x:
ORCA calculation (wB97M-V/def2-TZVPD) on a structure of composition C43H33BaBrN4O2PSe2Te2.

Geometry (Å):
Ba  0.332  -0.123  0.061
Te  2.979  -1.080  3.093
Te  4.647  -2.070  1.182
Br  -6.563  -3.194  2.900
Se  3.548  -1.158  -0.898
Se  0.797  -2.214  2.600
P  -1.833  1.203  2.601
O  6.514  5.857  2.104
O  6.323  4.222  3.585
N  2.077  2.247  -0.817
N  0.198  1.142  -2.584
N  0.490  -1.968  -2.302
N  -1.611  -2.333  -0.513
C  -0.749  0.710  -3.403
C  1.486  -1.846  -3.168
C  1.885  -2.870  -4.022
C  0.919  4.299  2.525
C  4.784  2.692  1.652
C  -3.643  0.835  4.686
C  -5.021  -2.924  1.826
C  -2.660  2.008  1.184
C  -0.346  2.265  2.810
C  -1.284  -3.261  -1.311
C  -3.495  3.410  5.684
C  1.890  3.830  3.403
C  -2.772  -2.536  0.276
C  1.759  2.570  3.964
C  0.915  2.208  -2.938
C  5.981  4.681  2.534
C  -0.159  -3.136  -2.257
C  -3.805  2.788  1.317
C  4.145  4.857  0.819
C  -2.721  -2.281  1.643
C  -5.098  -3.141  0.464
C  1.224  -4.079  -3.957
C  4.957  4.072  1.634
C  -4.349  2.489  6.279
C  3.188  4.264  0.014
C  0.728  2.862  -4.149
C  -2.726  3.043  4.591
C  -2.019  1.734  -0.051
C  0.176  -4.218  -3.058
C  -0.253  2.396  -5.011
C  -0.187  3.520  2.221
C  -2.792  1.750  4.073
C  -3.964  -2.950  -0.311
C  3.059  2.876  -0.001
C  -3.785  3.154  -1.042
C  1.934  2.707  -1.989
C  -4.422  1.198  5.777
C  -3.844  -2.498  2.421
C  3.845  2.089  0.834
C  0.647  1.792  3.667
C  -1.012  1.304  -4.632
C  -2.637  2.367  -1.140
C  -4.382  3.364  0.191
H  -3.428  4.418  6.074
H  1.026  5.279  2.074
H  -0.370  -5.148  -2.968
H  2.572  3.508  -2.373
H  2.716  -2.713  -4.694
H  2.759  4.435  3.631
H  2.503  4.874  -0.559
H  -3.692  -0.177  4.305
H  -1.801  -1.936  2.102
H  -4.010  -3.089  -1.384
H  1.338  3.718  -4.405
H  1.989  -0.888  -3.191
H  3.732  1.012  0.814
H  -1.799  0.916  -5.263
H  -1.825  -4.212  -1.329
H  5.393  2.085  2.310
H  -2.224  2.251  -2.141
H  -0.942  3.884  1.534
H  -5.078  0.470  6.237
H  -0.425  2.887  -5.960
H  -4.217  3.601  -1.933
H  1.520  -4.907  -4.588
H  -1.321  -0.145  -3.062
H  -2.061  3.768  4.136
H  -6.031  -3.449  0.011
H  2.529  2.182  4.618
H  -4.949  2.776  7.133
H  6.224  6.023  1.200
H  0.547  0.799  4.095
H  -4.257  2.952  2.290
H  -3.805  -2.337  3.489
H  4.204  5.940  0.856
H  -5.278  3.966  0.281

Calculated values
HOMO level   -0.13122 hartree
Total charge   -1


Which of them is the most stable, and which is the least stable? x and w, in that order.